[1]
Here is a 3-piece molecular cluster, C27H23F16N3O4S overall in a non-equilibrium geometry from the Open Molecules 2025 dataset. Energies are from ωB97M-V/def2-TZVPD.

Geometry as XYZ:
```
74
Properties=species:S:1:pos:R:3:forces:R:3
C -1.5494 7.3283 0.4785 -2.67 -2.22 -1.21
S 2.8025 -0.4835 0.1087 -6.21 3.40 -2.80
H -0.1781 6.1929 -1.1548 -2.28 0.14 0.92
H 3.7872 -5.5287 0.2284 0.22 0.06 -0.11
C -1.2660 6.2501 -0.7283 -3.00 -0.07 1.00
C 2.7791 -4.1278 -4.2693 -0.89 0.65 -0.39
C -3.0851 7.4481 1.0763 1.53 -2.92 -3.59
F 4.7984 -3.3852 -2.1223 0.15 -0.11 0.92
F 2.5183 -4.9659 -1.1921 0.58 -0.11 0.37
F 3.5715 -6.0214 -5.4031 0.02 0.59 0.12
F 3.3725 -3.5771 0.2515 0.48 -0.05 -0.25
F 0.8319 -3.0601 4.5638 -0.05 0.14 -0.33
H -2.7244 -1.3882 0.3837 1.09 0.31 -2.30
F 5.9766 -4.3720 -0.5950 -0.79 -0.16 0.06
C -3.9337 5.3724 -0.8072 3.36 2.27 1.35
F -2.7403 -0.3607 5.9092 0.09 -0.79 -0.11
C 4.8634 -4.5076 -1.3661 1.54 -0.46 -1.49
C -1.4296 0.0221 -1.0329 0.78 3.21 -0.87
H -2.9451 3.8805 -3.1571 2.10 0.22 1.17
H -3.1489 -3.0213 -1.9929 -0.78 2.65 0.48
H -3.2310 1.3911 -1.9590 2.61 -0.08 0.68
H 0.3981 8.4873 0.0736 -1.46 -0.67 2.10
F -3.7645 -2.8434 4.9517 0.26 0.48 0.07
C 3.6345 -4.7000 -0.4688 -0.94 -0.26 0.44
H 5.4560 -4.4684 -3.9377 -0.37 -0.07 0.13
C -2.0871 1.3811 -1.6717 3.42 -1.51 1.35
C 0.7879 -2.0015 3.7124 0.04 -0.29 0.96
H -1.3892 -2.2447 -0.6361 -1.53 2.13 -0.09
O 1.6403 4.9115 0.8239 1.12 -5.53 -9.84
C 1.6903 4.2728 -0.3784 -3.70 4.28 2.52
H -5.3340 6.5221 0.7945 2.51 -0.07 -0.91
C 1.1317 1.4004 -0.9301 -0.17 -2.43 0.73
H 5.4991 -6.1931 -4.1005 -0.33 0.02 0.19
C -2.3824 5.2351 -1.3964 -1.02 2.81 3.30
C 4.9415 -5.3818 -3.6161 0.94 -0.50 -0.25
F -1.2671 -2.6141 2.6387 0.26 -0.16 -0.24
F 1.5096 -4.3104 -4.7240 0.27 -0.28 -0.05
H 3.2875 -3.4631 -4.9747 0.15 -0.15 0.02
C -2.0117 -1.2344 5.1622 1.38 1.75 -0.08
H -4.7998 4.6960 -1.2676 2.06 1.74 1.25
F 2.7991 -6.3491 -3.3970 0.04 0.43 -0.23
N 1.1185 -0.9792 -0.1156 -1.71 2.88 -1.51
H -1.2534 4.7386 -3.3165 -1.12 -1.46 1.43
C 0.0406 -2.3450 2.4288 0.06 -0.35 -1.00
O -4.6654 -1.5946 -1.2721 1.91 1.51 -0.01
O 5.1140 -5.6263 -2.2163 -1.07 1.53 0.58
H -4.5838 -0.7063 -0.7841 -0.29 -2.02 -1.12
C -1.2254 2.7861 -1.9462 3.20 -2.30 1.52
C -2.5004 -2.6653 5.4193 -0.19 -0.98 0.11
F 2.6661 -3.4864 -3.0851 -0.18 -0.11 -0.56
C -3.3117 -1.8528 -1.8093 1.04 -0.10 0.53
C -0.2643 8.2069 1.0264 0.03 0.08 -0.99
O -0.6517 -1.0322 5.5448 -1.41 -0.82 -1.09
N 1.3155 3.9795 -1.6959 0.61 -0.58 7.45
F 0.5689 -3.4588 1.8523 0.20 0.18 0.29
H -0.1255 0.0019 3.7912 -0.03 -0.40 -0.01
H -2.4936 -2.8930 6.4890 0.05 0.26 -0.02
H 0.4314 7.6306 1.7705 -1.55 0.82 -1.46
H 0.1129 -1.5325 1.6991 0.11 -0.04 0.25
F 2.0932 -1.7370 3.3860 -0.39 0.13 -0.35
C 0.3949 2.7519 -1.5330 -2.28 -1.77 -0.12
F -1.7227 -3.5841 4.7941 -0.22 0.38 0.50
H -3.0849 -1.2897 -2.8120 -0.67 -1.01 1.81
H 1.1220 -0.3081 4.9534 -0.14 -0.35 -0.01
C 0.2549 -0.7728 4.4678 0.51 0.84 0.50
C 0.1993 0.0724 -0.6968 3.39 0.64 0.75
C 3.5026 -5.4646 -4.1520 0.14 -0.97 0.55
C -1.9526 4.1478 -2.5871 -0.20 0.58 1.29
C -4.2297 6.4672 0.3905 2.91 -0.37 -1.03
H -3.3071 8.2250 1.9397 0.32 -1.93 -2.07
F -2.1705 -0.8423 3.8750 -0.63 -0.13 0.70
C -2.2091 -1.3786 -0.6901 0.81 -0.61 -0.13
N 2.5642 1.1323 -0.5253 -4.24 0.10 -0.76
H -0.5569 9.2211 1.5314 0.21 -2.05 -0.99
```
Positions in Å, forces in eV/Å.

HOMO   -8.45 eV
SMILES   Cc1cccc(Cc2cc(CCO)c3nsnc3c2N=C=O)c1.FC(F)C(F)(F)COC(F)(F)C(F)F.FC(F)C(F)(F)COC(F)(F)C(F)F
E   -95324.7684 eV

Results of the Löwdin charge analysis, in e, for atoms 1 through 4:
1. C -0.174
2. S 0.937
3. H 0.076
4. H 0.179

=====

[2]
Here is C27H23F6OPdSSe3 as an isolated structure from the Open Molecules 2025 dataset. Energies are from ωB97M-V/def2-TZVPD.

Geometry as XYZ:
```
62
Properties=species:S:1:pos:R:3:forces:R:3
C 0.3023 -7.0049 0.4423 0.03 0.03 -0.02
H 2.6134 3.9788 2.4170 0.02 -0.01 -0.01
F 3.5041 -4.8853 -0.9334 -0.03 0.02 0.00
H 6.6665 -2.1504 -1.5712 0.01 0.00 0.00
C 2.3928 5.9484 1.6051 0.00 -0.06 0.00
C 2.1593 3.9128 0.3203 0.01 -0.18 0.06
H -3.5937 3.7446 0.0435 -0.01 -0.01 -0.01
H -3.4590 2.3846 -1.1051 0.01 0.00 -0.01
C 2.6104 -6.8534 -0.1064 -0.03 0.03 0.00
C 6.4410 0.6026 0.3902 -0.01 0.01 0.01
Se -1.7321 -1.1358 0.3035 0.05 0.13 0.06
Pd 0.2326 0.4148 0.1727 -0.05 0.12 -0.14
H 4.6134 1.5668 0.9611 0.00 0.00 -0.01
C -3.0176 0.2037 0.9337 -0.07 0.06 0.01
C 4.8504 8.2346 -0.2503 -0.05 -0.09 0.04
C 0.1399 -5.6882 0.0514 -0.08 -0.04 0.05
F 1.7207 -8.8794 0.7397 0.00 0.00 0.00
C -2.4124 1.4511 1.5667 0.00 -0.09 0.03
H 1.6513 4.1830 -1.7473 0.02 -0.02 0.00
H -1.0874 -1.3089 2.7508 0.00 0.00 0.00
C 2.1779 1.2877 0.0466 0.32 -0.37 -0.19
O 4.3370 9.1409 1.9015 -0.01 0.18 -0.08
C 1.1811 -4.8970 -0.4322 -0.04 0.15 -0.04
C 1.8598 6.0645 -0.7388 -0.05 -0.05 -0.01
C 2.4123 4.5680 1.5323 -0.01 0.08 0.01
C 6.9834 -0.4380 -0.3292 0.01 -0.02 -0.01
H 4.5965 8.7841 -1.1565 0.02 0.02 0.00
C -2.9278 3.2063 -0.6301 -0.09 0.12 -0.07
H -2.5744 3.8864 -1.4026 0.02 0.00 0.01
Se -1.3633 2.5548 0.3392 -0.20 0.10 0.11
Se 0.9310 -3.0901 -0.9575 0.05 -0.17 0.10
H 7.0915 1.2800 0.9273 0.00 0.00 0.00
C 1.8655 4.6820 -0.8118 -0.03 0.09 0.00
F -1.1007 -5.1843 0.1701 0.02 0.02 -0.01
C 1.5471 -7.6004 0.3639 0.00 0.01 0.00
H -3.1932 2.0916 1.9854 -0.01 -0.01 0.00
C 6.2029 -1.3381 -1.0281 0.00 0.02 0.01
C 2.2106 2.4950 0.2236 -0.21 0.15 0.04
H -3.6906 -0.2916 1.6372 0.00 0.01 0.01
S 2.1506 8.4825 0.5555 -0.05 0.04 0.17
H -0.6761 -2.7623 1.8019 0.00 0.00 0.03
H -3.6083 0.4699 0.0565 -0.03 -0.02 0.01
C 4.8278 -1.1736 -1.0041 -0.02 0.01 0.06
C 2.1293 6.7058 0.4657 0.07 0.00 -0.16
C 4.2424 -0.1234 -0.2950 -0.01 -0.18 -0.08
H -2.3606 -2.5054 2.3417 0.00 -0.02 -0.02
H 4.6790 7.1770 -0.4558 0.01 0.01 -0.01
F 3.8279 -7.4165 -0.1869 0.00 -0.01 0.00
F 8.3330 -0.5860 -0.3500 0.00 0.00 0.00
H 4.1859 -1.8812 -1.5179 0.01 0.00 -0.01
C 2.4172 -5.5382 -0.4894 0.11 -0.04 -0.03
C -1.4443 -2.0203 2.0108 0.00 -0.03 -0.04
H 2.3585 -0.8150 0.4108 -0.02 0.00 -0.02
C 5.0580 0.7514 0.4043 0.01 0.08 -0.02
C 3.9485 8.6785 0.8691 0.02 -0.13 0.04
C 2.7261 -0.0522 -0.2864 0.31 0.01 0.11
H -1.7247 1.1826 2.3687 0.00 0.01 0.00
H 5.8878 8.4013 0.0294 0.01 -0.01 -0.01
H 2.5861 6.4472 2.5465 -0.01 0.01 0.00
F -0.7425 -7.7153 0.9016 0.00 -0.01 0.01
H 2.3608 -0.3789 -1.2611 -0.02 0.05 -0.01
H 1.6455 6.6532 -1.6216 0.02 0.02 0.00
```
Positions in Å, forces in eV/Å.

Charge   -1
HOMO (spin up / spin down)   -3.78 / -3.79 eV
ΔE to the lowest compared entry with this formula, charge and spin   26.9 kcal per mole
E   -257077.3268 eV

Results of the Löwdin charge analysis, in e, for atoms 1 through 4:
1. C -0.158
2. H 0.119
3. F 0.049
4. H 0.116

=====

[3]
Here is C27H23HfN7OS as an isolated structure in a non-equilibrium geometry from the Open Molecules 2025 dataset. Energies are from ωB97M-V/def2-TZVPD.

Geometry as XYZ:
```
60
Properties=species:S:1:pos:R:3:forces:R:3
C -0.7499 2.1410 0.8744 2.41 -0.02 2.11
S -0.5201 -0.9849 2.7055 0.47 0.46 -0.69
C -2.2831 3.8295 1.9355 -0.65 0.37 -0.01
H -0.2548 -2.8582 -6.6246 -0.31 -0.29 -0.25
H 1.0436 3.9023 1.4584 -0.13 0.42 0.37
N 2.3504 -1.6391 1.0025 2.71 -2.29 -0.43
H 1.8050 -5.3281 -0.2968 -0.40 -0.44 0.06
N 0.8581 1.4621 2.5362 0.23 -0.62 0.50
C -1.3694 5.6980 3.1508 0.55 -1.13 -0.63
C 0.6027 -1.3759 -2.3819 -1.02 0.76 0.77
H 4.1415 -1.1001 3.7647 0.36 -0.38 -0.18
H 0.2990 -4.8990 -1.1728 -0.08 -0.34 -0.29
C 0.0789 4.2235 1.8560 0.06 -0.21 0.37
H 1.3605 1.1703 4.8921 -0.23 -0.20 0.09
H -2.8517 3.0655 -0.4736 -0.45 -0.10 0.33
C 0.8013 -4.8948 -0.2175 0.38 0.53 0.38
C 0.4254 0.1797 -4.3630 0.98 0.53 0.28
C -0.0920 5.3134 2.6988 -0.59 -0.46 -0.42
C 3.6186 -1.6454 2.9877 -1.02 -1.60 -0.26
H -3.4808 5.2526 2.8852 -0.37 0.26 0.57
C 0.9864 -3.4420 0.1171 -1.18 -0.17 -0.10
C -1.6723 1.3863 0.0828 -0.85 -0.50 -2.61
N 0.2388 -2.5295 -1.8593 -1.03 0.33 -0.73
C 0.1336 -0.7446 -6.5948 -0.07 -0.13 0.90
C 0.0411 -2.1574 -4.6549 -0.44 -1.08 0.99
C 0.4081 0.3363 -5.7634 -0.60 0.61 0.63
H 0.7659 5.8570 3.0035 0.59 0.52 0.19
N 0.3781 -2.4657 -0.4877 2.16 0.06 -0.28
N -1.3311 0.0917 -0.2248 -1.65 0.53 0.44
C -2.8153 1.9836 -0.4877 2.04 0.53 0.70
H 0.0530 -0.6215 -7.6587 0.11 0.06 -0.26
H -4.0265 -0.7330 -2.1127 0.64 0.57 0.91
H -3.1549 3.2848 1.6194 -0.19 -0.21 0.24
H 0.5316 1.3557 -6.1589 -0.04 -0.66 0.07
C 2.3092 -3.6519 2.2872 -0.49 0.48 -2.30
H -0.1558 -3.1554 -4.2225 0.40 0.64 -0.26
H 0.5938 -0.4012 5.1579 0.03 0.57 -0.39
H -4.5976 1.7067 -1.5444 -0.10 -0.13 -0.54
C -3.3738 -0.1110 -1.4492 -1.50 0.19 -0.76
C -1.0248 3.4165 1.5206 0.52 -0.29 -0.02
H 3.7085 -0.1033 1.4312 -0.36 0.19 0.26
N 0.7793 0.4066 4.5659 -0.07 -0.04 -0.40
Hf 0.7712 -0.4915 0.4164 -2.26 2.50 -0.75
H 3.3077 -3.6030 4.0833 0.22 1.12 -0.55
H 1.9179 -4.6506 2.4840 0.29 0.25 -0.11
C 0.3413 -1.0909 -3.7881 0.08 -0.48 -1.31
H -1.9140 -1.6488 -1.1169 -0.06 -0.57 -0.17
C -0.0924 -1.9995 -6.0080 0.57 0.79 -0.41
C -3.6832 1.2404 -1.2198 -0.49 -1.45 -0.25
H -1.4769 6.5096 3.8344 -0.08 0.53 0.20
C -2.2216 -0.6478 -0.9195 1.03 1.04 0.08
C 3.2718 -1.0288 1.7952 -0.49 -1.44 0.75
C 1.9402 -2.9431 1.1132 0.26 0.17 3.31
N 0.4103 1.4725 1.1792 -2.75 0.07 -0.30
C -2.4667 4.9630 2.7206 0.36 -0.38 -0.74
H 0.1473 -5.4274 0.5386 0.91 0.68 -0.63
O 1.0740 -0.3588 -1.6358 -0.38 -0.91 0.55
C 0.3906 0.4293 3.2683 0.96 0.53 -0.47
H 0.6105 1.0479 -3.6973 -0.07 -0.61 -0.66
C 3.1136 -2.9936 3.1679 1.07 0.81 2.10
```
Positions in Å, forces in eV/Å.

Charge   +2
HOMO   -13.66 eV
ΔE to the lowest compared entry with this formula, charge and spin   54.7 kcal per mole
E   -52978.8349 eV

Results of the Löwdin charge analysis, in e, for atoms 1 through 4:
1. C -0.112
2. S 0.612
3. C -0.016
4. H 0.109